Model A:
Entry from the OMol25 dataset: an isolated ion of composition C5H8N3 and charge +1 (wB97M-V/def2-TZVPD).

Structure (XYZ):
```
16
C5H8N3, DFT wB97M-V/def2-TZVPD
C 2.2401 -0.0314 0.5349
C 1.5995 0.8229 -0.5937
C 0.5944 1.5723 -0.4470
C -0.3600 2.3963 -0.0525
N -1.5807 1.8739 0.2827
N -2.0010 0.7575 0.0243
C -2.2821 -0.4322 0.2123
N -3.3260 -1.1358 -0.3436
H 2.5992 0.7109 1.3923
H 3.0170 -0.5875 0.1915
H 1.4283 -0.6644 1.0322
H 1.8573 0.6772 -1.5607
H -0.3298 3.4163 0.0412
H -1.5867 -1.0691 0.7359
H -3.5306 -1.9674 0.0048
H -4.0966 -0.7626 -0.9632
```

Values from the calculation:
- Kohn-Sham gap (alpha / beta) (eV) = 8.02 / 8.02
- SMILES = CC=C=C/N=N/C=[NH2+]
- E_HOMO (alpha / beta) (eV) = -13.69 / -13.69
- charge = +1

Model B:
Entry from the OMol25 dataset: an isolated ion of composition C5H8N3 and charge +1 (wB97M-V/def2-TZVPD).

Structure (XYZ):
```
16
C5H8N3, DFT wB97M-V/def2-TZVPD
C -1.7814 0.0659 0.4546
C -1.2869 -1.0986 0.1412
N 0.2479 -0.7785 -0.6039
N 1.3557 -1.1084 0.1751
C 2.0191 0.0555 0.4978
N 1.4708 1.1043 0.0604
C 0.2814 0.7677 -0.6267
C -0.9761 1.2704 0.1132
H -2.7363 0.1879 0.9406
H -1.5471 -2.1327 0.2151
H 0.2225 -1.2368 -1.5184
H 1.7372 -2.0404 0.1933
H 2.9223 0.0501 1.0791
H 0.3139 1.1243 -1.6600
H -1.5539 1.9713 -0.4881
H -0.6891 1.7982 1.0268
```

Values from the calculation:
- Kohn-Sham gap (eV) = 10.84
- SMILES = C1=C[N@@H+]2NC=N[C@@H]2C1
- E_HOMO (eV) = -14.06
- charge = +1

So which one is most stable? That would be model B, about 2.737 eV below the next structure.

Model A:
Entry from the OMol25 dataset: a 2-piece molecular cluster, C4H12N2S overall (wB97M-V/def2-TZVPD).

Structure (XYZ):
```
19
C4H12N2S, DFT wB97M-V/def2-TZVPD
C -1.6146 -0.1007 -1.6380
C -0.4618 -0.1116 -2.3046
N 0.2854 -1.2191 -2.6043
H -2.0008 -0.9928 -1.1608
H -2.1948 0.8034 -1.5458
H -0.0455 0.8088 -2.7015
H 0.0390 -2.1246 -2.2477
H 1.2216 -1.1030 -2.9414
N -0.7249 -0.0974 2.7574
C 0.1961 -0.3071 1.6491
C 0.8508 1.0219 1.2692
S 2.1438 0.6672 0.0327
H -1.5102 0.4778 2.4864
H -1.0872 -0.9712 3.1090
H -0.2848 -0.7066 0.7494
H 0.9690 -1.0052 1.9672
H 0.1119 1.6865 0.8275
H 1.3059 1.4470 2.1582
H 2.8011 1.8267 0.1381
```

Values from the calculation:
- Kohn-Sham gap (eV) = 8.87
- SMILES = C=CN.NCCS
- E_HOMO (eV) = -8.07

Model B:
Entry from the OMol25 dataset: one molecule with the formula C4H12N2S (wB97M-V/def2-TZVPD).

Structure (XYZ):
```
19
C4H12N2S, DFT wB97M-V/def2-TZVPD
N 2.2734 -0.1327 -1.9459
C 1.5559 -1.2963 -1.3440
C 0.1093 -1.1429 -0.7904
N 0.1203 -0.0558 0.2049
C -1.2096 0.3855 0.5122
C -1.3815 0.9886 1.9216
S -3.0813 1.6600 2.2303
H 2.4540 0.4083 -1.1033
H 3.1699 -0.5248 -2.2116
H 2.2243 -1.6262 -0.5400
H 1.4164 -2.1080 -2.0614
H -0.0592 -2.1439 -0.2558
H -0.6071 -1.0558 -1.5960
H 0.9307 0.4550 -0.0823
H -1.9831 -0.2605 0.1338
H -1.3485 1.3003 -0.1502
H -1.1413 0.2814 2.7364
H -0.8343 1.9679 2.0023
H -2.6083 2.9000 2.3391
```

Values from the calculation:
- Kohn-Sham gap (eV) = 9.55
- SMILES = NCCNCCS
- E_HOMO (eV) = -8.64

Model C:
Entry from the OMol25 dataset: one molecule with the formula C4H12N2S (wB97M-V/def2-TZVPD).

Structure (XYZ):
```
19
C4H12N2S, DFT wB97M-V/def2-TZVPD
C 3.0807 -0.4907 0.6052
N 2.0575 -0.1172 -0.3296
C 0.7131 -0.1746 0.1830
C -0.2900 0.3643 -0.8392
N 0.1159 1.7119 -1.2845
C -1.6942 0.4951 -0.2021
S -2.1864 -0.8692 0.9396
H 2.8208 -1.4668 1.0217
H 4.0467 -0.6045 0.1128
H 3.2260 0.1755 1.4638
H 2.2267 0.6961 -0.8990
H 0.5822 0.4340 1.0635
H 0.4505 -1.2251 0.3093
H -0.4614 -0.3344 -1.6652
H 0.3896 1.6804 -2.2597
H -0.6755 2.3419 -1.2360
H -2.4444 0.5547 -0.9883
H -1.7616 1.3937 0.4040
H -3.1342 -1.3371 0.1279
```

Values from the calculation:
- Kohn-Sham gap (eV) = 9.16
- SMILES = CNC[C@H](N)CS
- E_HOMO (eV) = -8.32

So which one is most stable? That would be model C, about 0.224 eV below the next structure.